Entry 1:
Molecular formula: C36H96O12
Method: DFT, ωB97M-V with the def2-TZVPD basis set

The geometry in XYZ format:
```
144
Properties=species:S:1:pos:R:3:forces:R:3:lowdin_charge:R:1
C 2.640597 0.375202 -6.057059 -1.1 0.8 0.1 -0.05
C 2.007957 1.394662 -4.998969 -1.0 -2.0 -2.1 -0.42
C 0.440207 1.288012 -4.941909 0.9 0.6 0.0 -0.04
O 2.470267 1.022182 -3.736439 0.0 0.4 1.2 -0.07
H 2.319247 -0.657428 -5.920979 0.3 -0.1 0.8 0.06
H 3.725447 0.480352 -6.044429 -0.1 -0.2 0.0 0.07
H 2.293217 0.510012 -7.081389 0.0 0.8 -0.1 0.07
H 2.351377 2.371332 -5.339989 -0.1 0.3 0.5 0.13
H -0.026993 1.445062 -5.914099 0.1 -0.5 -0.2 0.07
H -0.042913 2.043762 -4.322599 0.5 0.3 0.3 0.07
H 0.182047 0.340702 -4.468559 0.0 -0.2 -0.4 0.06
H 3.254977 0.472602 -3.798019 0.5 -0.1 -0.2 0.05
C 0.127347 0.560112 0.877041 -0.6 -0.5 1.5 -0.03
C 0.860167 0.053122 -0.342129 -0.2 0.2 -1.2 -0.45
C -0.076393 -0.631488 -1.345029 -0.2 0.0 0.1 -0.05
O 1.478087 1.127302 -1.022689 -0.1 1.1 0.2 -0.08
H -0.429843 1.495692 0.925221 0.1 0.3 -1.4 0.08
H 0.704477 0.717672 1.788191 0.6 -0.6 -0.2 0.06
H -0.647093 -0.171818 1.106421 0.0 -0.2 0.3 0.07
H 1.714237 -0.590278 -0.130729 -0.3 -0.6 0.8 0.12
H -0.604403 -1.506948 -0.967059 0.1 0.0 0.3 0.06
H 0.455637 -0.946828 -2.242579 0.2 0.0 0.0 0.07
H -0.825383 0.092072 -1.666849 -0.1 0.1 0.0 0.09
H 1.545407 0.942232 -1.962269 0.4 0.1 -0.5 0.05
C 0.103367 -0.169888 4.735461 -0.1 0.6 0.3 -0.02
C -0.498523 1.139592 5.283061 1.1 -1.4 1.4 -0.48
C 0.353137 1.727792 6.445891 0.1 0.5 -0.4 -0.04
O -0.703643 2.037742 4.256571 -0.3 1.1 -0.9 -0.05
H -0.712213 -0.803188 4.386371 0.3 -0.2 -0.1 0.04
H 0.697077 -0.660978 5.506461 -0.1 -0.3 -0.1 0.08
H 0.750377 0.111002 3.904451 0.1 -0.3 0.0 0.07
H -1.486383 0.884822 5.666901 -0.1 0.3 0.2 0.13
H 1.440407 1.655862 6.417781 0.2 -1.0 -0.7 0.07
H 0.071257 1.315042 7.414541 -0.2 0.3 0.0 0.08
H 0.314207 2.815932 6.395551 -0.9 0.2 0.5 0.07
H 0.097607 2.552832 4.137081 0.1 0.1 -0.2 0.08
C -4.647783 -1.729388 -1.467799 1.3 -0.6 1.0 -0.04
C -4.377803 -3.237028 -1.665049 -0.4 -0.2 0.1 -0.49
C -3.450583 -3.857318 -0.604609 0.4 1.2 -1.1 -0.05
O -5.571813 -3.989258 -1.588649 -0.7 0.0 -0.7 -0.05
H -4.802943 -1.694658 -0.389459 -0.5 0.7 0.2 0.07
H -5.407093 -1.180808 -2.025109 -0.2 -0.7 -0.1 0.08
H -3.712143 -1.192798 -1.625139 0.1 0.1 0.0 0.06
H -3.935533 -3.394508 -2.648769 -0.1 -0.2 -0.1 0.12
H -3.897803 -3.865268 0.389391 0.0 0.0 -0.1 0.07
H -2.578133 -3.205008 -0.642389 0.5 -0.2 0.6 0.06
H -3.173233 -4.862578 -0.921829 -0.1 0.0 0.2 0.08
H -6.068893 -3.609218 -0.860579 -0.3 -0.1 0.1 0.09
C -3.277393 1.957042 2.070051 0.8 -0.4 1.1 -0.06
C -4.083333 2.117222 3.375421 0.4 1.1 -1.4 -0.48
C -3.963023 3.533622 3.901661 0.4 0.0 0.8 -0.06
O -5.440263 1.861252 3.049571 -0.3 -0.8 0.7 -0.05
H -2.243933 2.240462 2.269411 0.1 0.3 -0.1 0.05
H -3.666343 2.536382 1.232691 -0.1 -0.1 0.0 0.08
H -3.209183 0.890422 1.856071 -0.3 0.1 -0.5 0.06
H -3.659873 1.418932 4.097341 -0.6 -0.3 0.1 0.12
H -4.332453 3.692842 4.914711 -0.4 -0.5 0.1 0.08
H -4.543913 4.214812 3.279861 0.4 0.2 -0.3 0.08
H -2.903353 3.768112 4.002771 0.0 0.4 -0.5 0.07
H -5.641913 2.513152 2.374331 -0.3 0.0 -0.1 0.08
C 0.570307 6.238032 2.841861 0.6 0.6 0.7 -0.06
C 1.723087 5.488372 2.151161 -1.6 0.2 1.3 -0.44
C 2.636407 4.798832 3.175221 -0.7 -0.2 -1.3 -0.03
O 0.976367 4.578662 1.353601 -0.4 -0.5 -0.4 -0.07
H 0.921627 7.009572 3.526981 0.4 0.3 -0.2 0.08
H 0.010367 5.598412 3.524111 -0.2 -0.4 -0.4 0.08
H -0.073553 6.715592 2.103281 0.0 -0.2 0.2 0.06
H 2.217237 6.216042 1.507401 0.5 -0.2 0.0 0.14
H 3.259057 4.120822 2.591511 0.8 0.4 0.3 0.05
H 2.046717 4.102712 3.771701 -0.3 0.2 0.3 0.07
H 3.106707 5.542552 3.818491 0.4 -0.3 -0.2 0.09
H 1.385877 3.738132 1.135881 0.8 0.0 0.2 0.07
C -2.071553 -3.733508 3.890981 0.0 0.9 1.6 -0.05
C -2.927503 -2.491438 4.202621 -0.1 -2.9 0.4 -0.47
C -3.029173 -1.735328 2.938701 -0.2 1.4 -0.7 -0.07
O -4.151203 -3.070118 4.783131 0.7 1.4 -0.8 -0.05
H -2.013513 -4.355378 4.784301 0.0 -0.1 0.0 0.08
H -1.071453 -3.329558 3.733731 0.2 -0.6 -0.7 0.08
H -2.548053 -4.324048 3.108481 0.4 0.2 -0.3 0.08
H -2.488113 -1.852548 4.968681 0.2 -0.1 0.1 0.12
H -3.266033 -2.302528 2.038541 -0.7 -0.2 0.3 0.07
H -2.040113 -1.353068 2.686261 0.3 0.1 0.2 0.06
H -3.635533 -0.840078 3.076401 -0.4 -0.1 -0.4 0.07
H -4.546843 -2.298588 5.195201 -0.7 -0.1 0.2 0.08
C 4.699147 0.970472 0.265031 0.0 0.0 -1.1 -0.06
C 3.875897 1.254172 1.473171 -0.8 1.2 0.0 -0.47
C 4.709097 1.750662 2.649771 -1.6 0.0 -0.3 -0.05
O 2.805427 2.187522 1.113801 1.1 0.1 1.5 -0.08
H 5.205127 1.838562 -0.157479 0.0 0.3 0.4 0.09
H 3.976047 0.686942 -0.499709 0.3 -0.5 -0.3 0.06
H 5.454257 0.199762 0.419651 -0.1 -0.2 0.0 0.08
H 3.449367 0.311782 1.816781 -0.4 -0.2 0.0 0.13
H 5.251897 0.822292 2.827531 0.9 0.7 0.7 0.09
H 4.044547 1.983082 3.481921 -0.1 -0.4 0.3 0.07
H 5.199197 2.709282 2.479671 0.7 -0.5 -0.4 0.08
H 2.279047 1.889252 0.368441 0.2 -0.5 -0.7 0.02
C -0.854903 -3.743298 -7.233679 0.3 0.0 -0.4 -0.04
C -0.322403 -3.729478 -5.799549 -0.4 0.3 -0.5 -0.54
C -1.165393 -3.039548 -4.800659 -1.0 2.7 0.7 -0.07
O -0.285763 -5.018858 -5.347489 0.8 -3.0 0.5 -0.04
H -0.662983 -2.824868 -7.788429 -0.3 0.1 0.1 0.08
H -1.898873 -4.050428 -7.296019 -0.4 0.6 0.4 0.08
H -0.398683 -4.551218 -7.805709 0.7 0.1 0.1 0.08
H 0.700997 -3.356478 -5.759229 0.1 0.2 -0.2 0.14
H -2.179393 -3.420618 -4.679479 0.0 -0.3 -0.5 0.08
H -1.256153 -1.984608 -5.059409 -0.3 0.3 -0.2 0.07
H -0.799533 -2.969328 -3.776289 0.7 -0.6 -0.1 0.07
H -1.042343 -5.476858 -5.720869 0.0 -0.3 0.1 0.09
C -2.025433 4.325582 -0.902599 0.3 -0.6 0.9 -0.06
C -2.007743 5.672672 -0.206619 -1.6 0.3 -0.5 -0.50
C -2.675383 5.674992 1.205071 -0.6 0.1 -1.3 -0.04
O -0.701833 6.159182 -0.201149 0.0 0.4 0.2 -0.05
H -1.369243 4.343002 -1.772779 -0.2 0.1 0.0 0.08
H -3.012123 3.935712 -1.152729 -0.1 0.2 0.0 0.08
H -1.590763 3.653212 -0.162959 0.2 -0.6 -0.2 0.06
H -2.585793 6.302182 -0.883129 0.0 0.7 0.3 0.13
H -2.517013 6.617572 1.729061 0.8 -0.3 0.3 0.08
H -2.489833 4.746692 1.745371 0.5 0.4 0.3 0.05
H -3.759723 5.715092 1.101661 -0.3 -0.3 -0.4 0.07
H -0.256033 5.548412 0.390311 1.0 -0.2 0.1 0.02
C 1.593497 -3.855398 0.000251 0.2 1.6 -1.3 -0.08
C 0.686137 -4.983598 0.400731 0.4 0.8 0.4 -0.50
C 0.297417 -5.812868 -0.806419 0.6 0.2 -0.3 -0.04
O 1.499177 -5.657858 1.325641 0.2 -1.6 0.8 -0.05
H 2.472727 -4.247468 -0.510949 0.0 -0.5 -0.3 0.07
H 2.071597 -3.261188 0.778991 -0.7 0.0 0.6 0.09
H 1.167177 -3.159778 -0.722569 -0.2 0.1 0.0 0.06
H -0.167513 -4.674028 1.003671 -0.2 0.3 -0.3 0.13
H -0.351783 -5.289058 -1.508029 -0.5 0.0 0.4 0.07
H -0.085943 -6.794688 -0.528639 0.0 0.1 -0.1 0.09
H 1.212337 -5.884578 -1.394529 0.2 -0.7 0.0 0.08
H 2.406587 -5.504778 1.052201 0.1 -0.3 0.1 0.08
C 5.184117 -3.090938 -4.472959 -0.7 0.4 0.0 -0.04
C 4.350917 -2.067578 -3.625909 1.5 -2.5 0.7 -0.47
C 4.711107 -2.301398 -2.121149 -0.9 -0.1 -0.4 -0.04
O 4.746677 -0.844058 -4.089969 0.3 2.4 -0.2 -0.07
H 6.239687 -2.869298 -4.315629 0.2 -0.1 0.5 0.08
H 5.085657 -2.879788 -5.537769 -0.5 -0.2 -0.1 0.08
H 5.005747 -4.141418 -4.243239 -0.1 0.1 -0.1 0.08
H 3.269497 -2.074438 -3.762219 0.0 -0.6 -0.1 0.13
H 4.789387 -3.368248 -1.911849 -0.2 -0.1 -0.1 0.07
H 3.915767 -1.894548 -1.496649 0.1 0.1 0.2 0.06
H 5.657247 -1.876928 -1.785379 0.1 0.3 -0.4 0.08
H 5.703387 -0.820448 -4.014269 0.2 0.4 0.0 0.11
```
Positions in Å, forces in eV/Å.

Values from the calculation:
structure (SMILES): CC(C)O.CC(C)O.CC(C)O.CC(C)O.CC(C)O.CC(C)O.CC(C)O.CC(C)O.CC(C)O.CC(C)O.CC(C)O.CC(C)O
E_tot: -2331.94172 hartree
HOMO level: -9.47 eV
orbital gap: 9.8 eV
LUMO level: 0.37 eV
relative energy (zero: lowest compared OMol25 entry of this formula, charge and spin): 443.4 kJ/mol

***

Entry 2:
Molecular formula: C17H26BNO8Rh
Method: DFT, ωB97M-V with the def2-TZVPD basis set

The geometry in XYZ format:
```
54
Properties=species:S:1:pos:R:3:forces:R:3:nbo_charge:R:1
Rh -0.741207 -0.712600 0.195493 -0.6 -0.3 0.4 1.37
C -0.751780 0.395117 3.242939 -0.1 -0.2 -0.1 -0.26
O -0.967407 -0.809082 2.479301 0.0 0.4 0.2 -0.57
C -2.162931 -1.514296 2.818052 0.1 0.2 0.0 -0.11
C -2.154490 -2.758072 1.982630 -0.1 0.0 -0.2 -0.10
O -2.166539 -2.432926 0.576292 0.0 0.1 0.1 -0.56
C -3.489508 -2.197285 0.045380 0.1 -0.1 0.1 -0.26
H -0.781596 0.163604 4.306123 0.0 -0.1 0.0 0.20
H -1.514844 1.133361 2.999279 -0.1 0.0 0.0 0.19
H 0.233350 0.763437 2.975457 0.0 0.0 -0.1 0.22
H -3.030934 -0.883741 2.611429 -0.1 0.1 0.0 0.20
H -2.160001 -1.776028 3.875703 0.0 0.0 0.1 0.21
H -3.003492 -3.393634 2.224849 -0.1 -0.1 -0.1 0.21
H -1.235491 -3.308960 2.156187 0.1 -0.1 0.0 0.22
H -4.091435 -3.091957 0.186191 0.0 -0.1 0.0 0.20
H -3.374745 -1.997351 -1.014118 0.1 0.0 0.0 0.22
H -3.961166 -1.343535 0.530982 0.0 0.0 0.0 0.19
O -1.193676 -0.785926 -1.873131 0.2 -0.4 -0.3 -0.63
C -1.449371 0.195018 -2.580950 0.1 -0.1 -0.3 0.46
C -2.166950 1.335768 -2.148372 -0.1 0.3 0.1 -0.33
C -2.615456 2.218140 -3.154061 0.4 -0.5 -0.1 -0.09
C -3.372029 3.281750 -2.819436 -0.3 0.7 0.2 -0.03
C -3.695998 3.549656 -1.479491 0.0 0.2 -0.2 -0.10
C -3.256456 2.719977 -0.486582 0.0 -0.1 0.2 -0.31
C -2.497154 1.568819 -0.781382 0.1 -0.1 0.1 0.51
O -2.152746 0.782175 0.212753 0.1 0.2 -0.3 -0.76
N -3.876226 4.172118 -3.887574 -0.8 -0.4 -0.1 0.53
O -3.660687 3.845976 -5.038145 0.3 0.1 0.2 -0.36
O -4.573658 5.104602 -3.544669 0.4 0.0 0.1 -0.35
H -1.102973 0.167944 -3.622959 -0.2 0.0 0.0 0.17
H -2.374834 2.046808 -4.196846 0.0 -0.1 0.1 0.26
H -4.286231 4.427464 -1.252863 0.0 0.0 0.0 0.26
H -3.485995 2.917263 0.553097 0.0 0.0 -0.1 0.24
C 4.535542 -0.477543 -1.538656 0.1 0.0 -0.1 -0.63
C 3.632820 -1.085893 -0.491852 -0.1 0.0 0.1 0.24
C 3.986391 -2.542778 -0.256500 0.0 -0.1 0.0 -0.64
O 2.248776 -1.075197 -1.017931 -0.1 0.1 0.1 -0.72
B 1.455974 -0.781506 0.031617 0.8 0.2 0.2 0.75
O 2.079042 -0.402141 1.180658 0.0 -0.1 -0.2 -0.74
C 3.511659 -0.253127 0.829513 -0.1 0.0 -0.1 0.25
C 4.336377 -0.779775 1.979870 0.1 0.0 0.1 -0.64
C 3.745197 1.232559 0.632464 0.0 0.1 0.0 -0.64
H 4.545460 -1.116580 -2.422520 0.0 0.0 0.0 0.23
H 5.558624 -0.406848 -1.156143 -0.1 0.0 -0.1 0.23
H 4.202680 0.516146 -1.835431 0.0 -0.1 0.0 0.23
H 3.857776 -3.090394 -1.190413 0.0 0.0 0.0 0.23
H 3.337988 -2.995636 0.496712 0.0 0.0 0.0 0.21
H 5.024102 -2.645445 0.065779 -0.1 0.0 0.0 0.23
H 4.047380 -1.793062 2.255931 0.0 0.1 0.0 0.23
H 4.203763 -0.133333 2.848463 0.0 0.0 0.0 0.23
H 5.397035 -0.776716 1.713530 -0.1 0.0 0.0 0.23
H 3.134211 1.630603 -0.180739 0.0 0.0 0.0 0.22
H 4.794556 1.435183 0.412750 -0.1 0.0 0.0 0.23
H 3.479318 1.757905 1.551366 0.0 0.0 -0.1 0.23
```
Positions in Å, forces in eV/Å.

Values from the calculation:
multiplicity: 5
E_tot: -1455.09172 hartree
HOMO level (alpha / beta): -11.41 / -12.08 eV
orbital gap (alpha / beta): 7.9 / 6.6 eV
charge: +1
LUMO level (alpha / beta): -3.55 / -5.47 eV
relative energy (zero: lowest compared OMol25 entry of this formula, charge and spin): 0.0 kJ/mol

***

> What is the relative energy (zero: lowest compared OMol25 entry of this formula, charge and spin) in the first record?

443.4 kJ/mol

***

> The lowest E_tot belongs to which entry?

C36H96O12

***

> Among the records above, which one has the highest relative energy (zero: lowest compared OMol25 entry of this formula, charge and spin)?

C36H96O12

***

> The highest relative energy (zero: lowest compared OMol25 entry of this formula, charge and spin) belongs to which entry?

C36H96O12